# C8H12NO5S

C8H12NO5S as an isolated structure at a distorted geometry (ωB97M-V/def2-TZVPD, the Open Molecules 2025 dataset).

Geometry as XYZ:
```
27
Properties=species:S:1:pos:R:3
C -2.303 -0.738 -0.477
C 0.218 0.783 1.830
C -0.512 1.534 -0.439
C 0.665 1.719 -1.355
C 0.928 -0.844 -0.490
C -0.392 0.297 0.350
C 2.208 -0.848 0.215
C -1.673 -1.330 1.724
N -1.488 -0.505 0.496
O 0.879 -0.073 2.421
O -3.416 -1.196 -0.406
O -0.107 1.958 2.120
O 2.598 0.222 -2.442
O 0.222 -0.266 -3.001
S 1.205 0.121 -1.975
H -1.905 -0.369 -1.384
H -0.627 2.435 0.166
H -1.444 1.523 -0.937
H 0.344 2.357 -2.073
H 1.539 2.043 -0.714
H 0.395 -1.787 -0.682
H 2.613 0.171 0.057
H 2.912 -1.504 -0.210
H 2.145 -1.104 1.290
H -0.760 -1.984 1.739
H -1.594 -0.680 2.577
H -2.654 -1.932 1.602
```

Output
Frontier orbital gap: 8.48 eV
Total charge: -1
Energy above the lowest of the compared OMol25 structures with the same formula, charge and spin: 114.9 kJ/mol

Löwdin atomic charge list, values in e, 6 entries: -0.39, -0.63, -0.19, -0.20, -0.25, -0.22



# C4H16O4

A 4-piece molecular cluster, C4H16O4 overall at a distorted geometry (ωB97M-V/def2-TZVPD, the Open Molecules 2025 dataset).

Geometry as XYZ:
```
24
Properties=species:S:1:pos:R:3
C 0.681 -1.569 -0.383
C 0.457 -0.053 -0.557
C 1.424 0.870 -1.333
C 1.742 2.162 -0.703
O 0.703 1.214 -2.564
H 0.984 -1.984 -1.367
H -0.212 -1.974 0.119
H 1.519 -1.970 0.295
H -0.627 -0.012 -0.844
H 0.442 0.325 0.505
H 2.379 0.196 -1.512
H 0.836 2.937 -0.494
H 2.185 1.945 0.186
H 2.404 3.025 -0.999
H 0.472 0.337 -2.881
H -5.494 -0.468 5.324
H -5.736 0.964 4.776
O -5.094 0.442 5.263
H 0.103 2.752 -4.088
H 1.584 3.237 -4.275
O 0.631 3.255 -4.603
H -0.748 -5.031 3.973
H 0.200 -5.395 3.155
O -0.835 -5.204 3.007
```

Output
Frontier orbital gap (spin up / spin down): 1.83 / 9.56 eV
2S+1: 2
Total charge: -1
⟨S²⟩: 0.7503
Energy above the lowest of the compared OMol25 structures with the same formula, charge and spin: 246.1 kJ/mol

Löwdin atomic charge list, values in e, 6 entries: -0.22, -0.26, -0.43, -0.12, -0.10, 0.06



# C5H20BrN10O5Pb

C5H20BrN10O5Pb as an isolated structure (ωB97M-V/def2-TZVPD, the Open Molecules 2025 dataset).

Geometry as XYZ:
```
42
Properties=species:S:1:pos:R:3
Pb 0.341 -0.046 0.219
Br -2.313 0.477 -0.679
C 1.934 -2.371 -2.400
O 1.607 -1.829 -1.352
N 3.003 -3.234 -2.462
N 1.271 -2.178 -3.576
H 3.622 -3.136 -1.675
H 3.440 -3.457 -3.340
H 0.452 -1.603 -3.656
H 1.433 -2.839 -4.316
C -1.103 -3.090 1.840
O -0.573 -2.409 0.960
N -2.418 -3.416 1.789
N -0.406 -3.567 2.911
H -2.973 -3.122 1.004
H -2.926 -3.779 2.574
H 0.536 -3.245 3.028
H -0.777 -4.311 3.472
C 1.110 1.230 -3.306
O 0.605 0.922 -2.236
N 0.385 1.433 -4.433
N 2.466 1.366 -3.472
H -0.616 1.503 -4.373
H 0.773 1.550 -5.352
H 2.829 1.882 -4.255
H 3.131 1.175 -2.747
C 0.193 3.350 0.774
O 0.713 2.297 0.374
N -1.101 3.659 0.474
N 0.891 4.266 1.492
H -1.614 4.178 1.165
H -1.546 2.952 -0.101
H 1.756 4.077 1.964
H 0.375 5.058 1.840
C -1.426 0.632 3.215
O -0.470 0.210 2.551
N -2.623 0.896 2.633
N -1.315 0.871 4.545
H -3.421 1.171 3.174
H -2.690 0.702 1.638
H -0.446 0.647 4.994
H -2.109 1.130 5.100
```

Output
Frontier orbital gap: 9.53 eV
Total charge: +1
Energy above the lowest of the compared OMol25 structures with the same formula, charge and spin: 0.0 kJ/mol

Löwdin atomic charge list, values in e, 6 entries: 1.36, -0.01, -0.64, -0.12, 0.16, 0.18



# C5H9O

A 2-piece molecular cluster, C5H9O overall at a distorted geometry (ωB97M-V/def2-TZVPD, the Open Molecules 2025 dataset).

Geometry as XYZ:
```
15
Properties=species:S:1:pos:R:3
C 0.924 -0.394 1.271
C -0.294 -1.490 -1.523
C 0.866 -0.526 2.583
C -0.440 1.692 -0.998
C -0.888 0.387 -0.296
O -0.875 -0.900 -0.586
H 1.485 -0.445 0.382
H -0.489 -2.562 -1.480
H 0.287 -1.007 -2.262
H -0.016 -0.412 3.164
H 1.573 -1.177 3.007
H -0.849 1.852 -1.965
H 0.659 1.732 -1.318
H -0.591 2.705 -0.589
H -1.352 0.545 0.608
```

Output
Frontier orbital gap (spin up / spin down): 8.14 / 7.27 eV
Total charge: +1
Energy above the lowest of the compared OMol25 structures with the same formula, charge and spin: 539.5 kJ/mol

Löwdin atomic charge list, values in e, 6 entries: 0.14, 0.12, 0.02, -0.02, -0.08, -0.01



# C7H10O

An isolated molecule of C7H10O at a distorted geometry (ωB97M-V/def2-TZVPD, the Open Molecules 2025 dataset).

Geometry as XYZ:
```
18
Properties=species:S:1:pos:R:3
C -1.695 0.579 0.226
C -0.905 -0.466 -0.131
C -1.078 1.362 1.347
C 0.332 1.034 1.307
C 0.396 -0.327 0.623
C 0.304 -0.604 -0.911
C 0.834 -1.914 -1.501
O 0.499 0.430 -1.751
H -2.690 0.730 -0.151
H -1.262 2.432 1.251
H -1.615 1.161 2.263
H 0.810 1.699 0.673
H 0.794 1.033 2.341
H 0.769 -1.090 1.252
H 0.532 -2.838 -0.974
H 1.965 -1.890 -1.446
H 0.570 -1.977 -2.561
H 1.439 0.646 -1.855
```

Output
Frontier orbital gap: 8.82 eV
SMILES: C[C@@]1(O)C2=CCC[C@@H]21
Total charge: 0
Energy above the lowest of the compared OMol25 structures with the same formula, charge and spin: 355.0 kJ/mol

Löwdin atomic charge list, values in e, 6 entries: -0.01, -0.06, -0.21, -0.17, -0.14, -0.51



# C19H39CdP2Se3SiTe

C19H39CdP2Se3SiTe as an isolated structure (ωB97M-V/def2-TZVPD, the Open Molecules 2025 dataset).

Geometry as XYZ:
```
66
Properties=species:S:1:pos:R:3
Cd 0.934 1.308 0.882
C -1.671 0.096 -4.605
C -0.274 -0.170 -4.109
C 0.730 0.757 -4.339
C 2.027 0.558 -3.868
C 3.086 1.594 -4.124
C 2.297 -0.589 -3.138
C 1.307 -1.546 -2.897
C 1.643 -2.800 -2.132
C 0.031 -1.328 -3.393
H -1.790 1.146 -4.869
H -2.413 -0.143 -3.840
H -1.898 -0.505 -5.489
H 0.492 1.687 -4.844
H 3.506 1.472 -5.126
H 3.899 1.515 -3.403
H 2.661 2.597 -4.049
H 3.291 -0.726 -2.722
H 2.211 -3.492 -2.758
H 0.744 -3.323 -1.799
H 2.251 -2.576 -1.254
H -0.748 -2.060 -3.200
C -1.251 2.905 3.284
P -1.434 2.118 1.658
C -2.469 3.242 0.691
C -2.557 0.719 2.090
C -3.295 0.094 0.901
P -2.204 -0.357 -0.523
C -1.240 -1.703 0.271
C -3.431 -1.387 -1.434
H -2.232 3.078 3.734
H -0.734 3.861 3.148
H -0.657 2.260 3.933
H -3.437 3.383 1.183
H -2.592 2.857 -0.319
H -1.934 4.189 0.617
H -3.279 1.100 2.819
H -1.953 -0.035 2.602
H -4.030 0.805 0.512
H -3.846 -0.795 1.227
H -1.881 -2.408 0.811
H -0.514 -1.280 0.964
H -0.684 -2.239 -0.500
H -3.892 -2.126 -0.774
H -2.952 -1.903 -2.265
H -4.211 -0.741 -1.843
Se 1.999 4.384 1.681
Se 0.338 5.909 1.465
Te 0.226 3.917 -1.978
Se 2.132 3.141 -0.561
C 3.163 -1.916 4.335
Si 1.830 -1.487 3.071
C 0.181 -1.467 3.992
C 1.820 -2.901 1.827
C 2.135 0.158 2.318
H 2.995 -2.901 4.783
H 3.190 -1.176 5.139
H 4.150 -1.923 3.864
H 0.131 -2.241 4.763
H -0.668 -1.612 3.322
H 0.052 -0.497 4.486
H 1.762 -3.868 2.338
H 2.741 -2.894 1.236
H 0.982 -2.833 1.131
H 3.155 0.229 1.928
H 2.081 0.873 3.151
```

Output
Frontier orbital gap: 5.59 eV
Total charge: -1
Energy above the lowest of the compared OMol25 structures with the same formula, charge and spin: 36.9 kJ/mol

Löwdin atomic charge list, values in e, 6 entries: 0.96, -0.05, -0.27, -0.04, -0.28, -0.07



# C4H7GdO3

C4H7GdO3 as an isolated structure at a distorted geometry (ωB97M-V/def2-TZVPD, the Open Molecules 2025 dataset).

Geometry as XYZ:
```
15
Properties=species:S:1:pos:R:3
H 0.262 -2.387 -2.911
O -1.908 -0.429 -0.251
C -1.953 0.002 0.881
C -0.643 0.506 1.491
O -0.365 1.704 1.058
C 1.010 2.084 0.843
C 1.777 0.773 0.735
O 0.826 -0.206 0.396
Gd -0.022 -1.099 -1.498
H -2.898 0.251 1.390
H -0.493 0.249 2.550
H 1.322 2.703 1.690
H 1.035 2.667 -0.085
H 2.126 0.452 1.730
H 2.641 0.878 0.063
```

Output
Frontier orbital gap (spin up / spin down): 7.32 / 7.17 eV
2S+1: 8
Total charge: +2
⟨S²⟩: 16.6004
Energy above the lowest of the compared OMol25 structures with the same formula, charge and spin: 315.3 kJ/mol

Löwdin atomic charge list, values in e, 6 entries: 0.05, -0.09, -0.03, -0.03, 0.00, -0.05



# C5H9NO

An isolated molecule of C5H9NO at a distorted geometry (ωB97M-V/def2-TZVPD, the Open Molecules 2025 dataset).

Geometry as XYZ:
```
16
Properties=species:S:1:pos:R:3
C 1.742 -0.808 0.664
C 0.596 -1.375 -0.150
N -0.908 -1.183 0.245
C -0.323 -0.462 -0.859
C -0.271 1.022 -0.595
C -1.526 1.667 -0.193
O -0.489 1.426 0.754
H 2.604 -0.509 0.046
H 2.123 -1.536 1.382
H 1.431 0.094 1.205
H 0.244 -2.401 -0.117
H -0.910 -0.630 1.090
H -0.673 -0.687 -1.868
H 0.479 1.615 -1.114
H -1.701 2.715 -0.424
H -2.419 1.051 -0.068
```

Output
Frontier orbital gap: 10.68 eV
SMILES: C[C@H]1N[C@H]1[C@H]1CO1
Total charge: 0
Energy above the lowest of the compared OMol25 structures with the same formula, charge and spin: 403.3 kJ/mol

Löwdin atomic charge list, values in e, 6 entries: -0.06, -0.23, 0.04, -0.28, -0.26, -0.10



# C2H2FOP

An isolated molecule of C2H2FOP at a distorted geometry (ωB97M-V/def2-TZVPD, the Open Molecules 2025 dataset).

Geometry as XYZ:
```
7
Properties=species:S:1:pos:R:3
C -0.062 -0.443 0.158
C 0.507 0.951 0.661
O 1.125 1.258 1.602
F 0.162 1.916 -0.231
P -0.382 -0.685 -1.529
H -0.138 -1.124 0.943
H -1.211 -1.873 -1.603
```

Output
Frontier orbital gap: 8.97 eV
SMILES: [H]/P=C/C(=O)F
Total charge: 0
Energy above the lowest of the compared OMol25 structures with the same formula, charge and spin: 65.2 kJ/mol

Löwdin atomic charge list, values in e, 6 entries: -0.37, -0.55, 0.16, 0.02, 0.86, 0.01



# C4H12N2O3

A 2-piece molecular cluster, C4H12N2O3 overall at a distorted geometry (ωB97M-V/def2-TZVPD, the Open Molecules 2025 dataset).

Geometry as XYZ:
```
21
Properties=species:S:1:pos:R:3
O -1.225 -1.146 -1.816
C -0.806 -0.663 -0.766
N 0.344 -0.067 -0.519
C 1.032 0.335 -1.731
N 2.429 0.699 -1.627
C -1.915 -0.451 0.302
C -1.672 -0.551 1.771
O -1.773 0.748 2.251
H 0.675 0.233 0.444
H 0.482 1.333 -1.887
H 0.852 -0.577 -2.505
H 2.727 1.094 -0.788
H 2.932 0.083 -2.002
H -2.418 0.542 0.076
H -2.714 -1.241 0.066
H -0.578 -0.924 2.144
H -2.271 -1.216 2.372
H -1.323 0.960 3.041
H 2.119 1.398 1.311
H 3.181 0.567 1.923
O 2.634 0.561 1.236
```

Output
Frontier orbital gap: 9.12 eV
SMILES: NCNC(=O)CCO.O
Total charge: 0
Energy above the lowest of the compared OMol25 structures with the same formula, charge and spin: 339.0 kJ/mol

Löwdin atomic charge list, values in e, 6 entries: 0.02, -0.53, 0.05, -0.23, 0.06, -0.09



# C31H57AsN6PtSSb2

C31H57AsN6PtSSb2 as an isolated structure (ωB97M-V/def2-TZVPD, the Open Molecules 2025 dataset).

Geometry as XYZ:
```
99
Properties=species:S:1:pos:R:3
Pt -0.442 0.174 -0.083
C -3.649 -0.543 0.635
N -3.115 -0.664 1.981
C -3.769 0.150 3.015
C -1.924 -1.251 2.222
N -1.041 -1.441 1.249
C -0.006 -2.388 1.450
C -0.221 -3.635 2.034
C 0.843 -4.438 2.416
C 2.141 -3.981 2.227
C 2.356 -2.779 1.569
C 1.288 -2.020 1.090
N 1.457 -0.842 0.319
C 2.497 -0.642 -0.475
N 2.942 0.636 -0.709
C 2.654 1.670 0.276
C 2.983 1.098 -2.103
N 3.201 -1.612 -1.094
C 4.601 -1.448 -1.492
C 2.681 -2.944 -1.359
N -1.684 -1.606 3.514
C -2.698 -2.262 4.332
C -0.348 -1.565 4.087
H -4.688 -0.230 0.699
H -3.606 -1.496 0.119
H -3.114 0.204 0.040
H -4.180 1.043 2.545
H -3.037 0.464 3.755
H -4.579 -0.387 3.508
H -1.240 -3.952 2.236
H 0.659 -5.400 2.879
H 2.984 -4.563 2.580
H 3.368 -2.427 1.398
H 2.857 1.286 1.275
H 1.624 2.024 0.251
H 3.324 2.508 0.079
H 3.272 0.291 -2.770
H 3.712 1.902 -2.202
H 2.005 1.466 -2.419
H 5.003 -0.520 -1.103
H 4.698 -1.460 -2.578
H 5.178 -2.283 -1.091
H 1.605 -2.963 -1.245
H 3.112 -3.682 -0.683
H 2.941 -3.214 -2.382
H -3.600 -2.435 3.750
H -2.951 -1.671 5.216
H -2.313 -3.229 4.665
H 0.313 -1.001 3.436
H 0.063 -2.565 4.241
H -0.405 -1.060 5.055
C 0.541 3.780 -1.946
Sb -0.964 2.423 -1.319
C -2.142 3.765 -0.177
C -2.137 2.342 -3.107
C -1.400 1.667 -4.234
C -0.594 2.451 -5.066
C 0.102 1.906 -6.130
C -0.017 0.548 -6.395
C -0.822 -0.238 -5.586
C -1.510 0.294 -4.490
C -2.339 -0.632 -3.635
Sb -1.114 -1.641 -2.176
C 0.056 -2.771 -3.560
C -2.446 -3.232 -1.675
H 1.082 3.387 -2.805
H 1.234 3.961 -1.125
H 0.046 4.712 -2.219
H -2.442 4.590 -0.823
H -1.546 4.136 0.655
H -3.023 3.264 0.221
H -2.333 3.390 -3.347
H -3.090 1.875 -2.864
H -0.542 3.521 -4.887
H 0.705 2.540 -6.768
H 0.491 0.107 -7.245
H -0.945 -1.290 -5.822
H -2.772 -1.436 -4.233
H -3.147 -0.138 -3.097
H -0.619 -3.094 -4.353
H 0.446 -3.647 -3.048
H 0.870 -2.184 -3.982
H -2.348 -3.990 -2.454
H -3.474 -2.872 -1.658
H -2.192 -3.668 -0.708
C 1.560 4.153 2.592
As 0.707 2.686 3.486
C -0.218 3.446 4.983
C 2.124 1.623 4.219
S -0.662 1.622 2.274
H 2.145 4.715 3.319
H 0.792 4.791 2.164
H 2.211 3.778 1.808
H 0.469 4.060 5.565
H -0.609 2.642 5.599
H -1.039 4.052 4.611
H 2.730 2.255 4.868
H 2.736 1.219 3.417
H 1.690 0.812 4.796
```

Output
Frontier orbital gap (spin up / spin down): 7.91 / 6.12 eV
2S+1: 3
Total charge: +2
⟨S²⟩: 2.0101
Energy above the lowest of the compared OMol25 structures with the same formula, charge and spin: 0.0 kJ/mol

Löwdin atomic charge list, values in e, 6 entries: 0.51, -0.04, -0.13, -0.05, -0.45, -0.04



# C4H11N3S

An isolated molecule of C4H11N3S at a distorted geometry (ωB97M-V/def2-TZVPD, the Open Molecules 2025 dataset).

Geometry as XYZ:
```
19
Properties=species:S:1:pos:R:3
C 0.997 1.776 -0.027
C 0.221 -0.476 -0.756
C -2.730 -0.219 1.016
C 2.327 -1.084 0.045
H 0.607 2.822 -0.306
H 2.054 1.787 0.008
H 0.639 1.366 1.025
H -0.295 1.196 -1.639
H -1.200 -1.887 -0.814
H -3.327 -1.247 1.314
H -3.390 0.710 1.251
H -1.769 -0.068 1.677
H 2.464 -0.605 1.050
H 2.663 -0.454 -0.737
H 2.859 -2.068 0.075
N 0.480 0.827 -1.030
N -1.072 -0.947 -1.179
N 0.946 -1.340 -0.156
S -2.474 -0.087 -0.818
```

Output
Frontier orbital gap: 9.57 eV
SMILES: C/N=C(\NC)NSC
Total charge: 0
Energy above the lowest of the compared OMol25 structures with the same formula, charge and spin: 170.6 kJ/mol

Löwdin atomic charge list, values in e, 6 entries: -0.08, -0.56, -0.43, -0.16, 0.11, 0.04



# C15H30N2O4

C15H30N2O4 as an isolated structure at a distorted geometry (ωB97M-V/def2-TZVPD, the Open Molecules 2025 dataset).

Geometry as XYZ:
```
51
Properties=species:S:1:pos:R:3
C 0.745 4.283 1.586
C 1.428 2.926 2.049
C 0.350 1.717 2.181
C 1.057 0.557 2.811
O 0.449 -0.558 2.668
C -0.962 -0.446 3.484
C -1.721 -1.684 3.344
H -2.359 -2.087 4.130
H -0.879 -2.759 3.523
C -2.315 -2.043 1.897
N -1.557 -2.052 0.953
C -1.352 -0.897 0.235
O -2.025 0.130 0.088
N -0.376 -0.775 -0.747
H 0.343 -1.645 -0.849
C -0.422 0.269 -1.848
C -1.046 -0.328 -3.150
O -1.427 0.225 -4.059
O -1.419 -1.906 -2.918
C -2.248 -2.360 -3.855
H -2.221 -3.466 -3.484
H -1.735 -2.340 -4.696
H -3.195 -1.942 -4.014
H -1.106 1.103 -1.516
C 1.107 0.375 -2.290
C 1.826 1.115 -1.254
H 2.079 0.518 -0.488
H 2.740 1.345 -1.499
H 1.272 2.122 -0.669
C 1.781 -0.301 -3.270
C 2.095 -1.821 -2.539
H 2.683 -1.622 -1.540
H 1.191 -2.347 -2.504
H 2.943 -2.165 -3.189
H 1.301 -0.483 -4.129
H 2.594 -0.020 -3.489
H 0.946 1.375 -3.036
H -0.777 -2.299 0.923
H -3.139 -1.295 1.828
H -2.983 -3.039 2.019
H -1.725 0.370 2.978
H -0.973 -0.225 4.644
H 1.953 0.411 2.405
H 1.344 0.844 3.939
H -0.393 2.117 3.075
H 0.017 1.616 1.158
H 1.881 3.245 3.074
H 2.303 2.738 1.380
H 0.403 3.927 0.674
H 1.496 5.046 1.693
H 0.028 4.529 2.295
```

Output
Frontier orbital gap: 9.64 eV
Total charge: 0
Energy above the lowest of the compared OMol25 structures with the same formula, charge and spin: 1573.3 kJ/mol

Löwdin atomic charge list, values in e, 6 entries: -0.10, -0.25, -0.16, -0.44, -0.09, -0.14